[1]
Below is a molecular structure, C3H10NS in a non-equilibrium geometry, with properties calculated with ωB97M-V/def2-TZVPD.

Output
**Largest force on an atom**: 6.255 eV Å⁻¹
**Kohn-Sham gap**: 8.6203 eV
**LUMO energy**: -4.9026 eV
**Electronic energy**: -15588.385 eV
**HOMO**: -13.52 eV
**Spin multiplicity**: 1
**Net charge**: +1

```
15
Properties=species:S:1:pos:R:3:forces:R:3
C -0.86033 1.06288 -0.83587 -1.469 -1.929 -1.718
C 1.24324 0.70999 0.48081 -3.086 3.482 0.109
C 0.09391 -1.28579 -0.13918 -4.405 -3.015 3.261
N 0.25264 0.07479 -0.49262 3.257 0.652 -2.093
S -1.33040 -1.00993 1.80867 3.265 3.314 -2.526
H -1.84479 0.83844 -0.32003 1.625 0.348 -0.006
H -0.38803 2.02050 -0.64047 -0.625 0.155 -0.259
H -1.09078 0.83289 -1.94756 0.457 0.936 1.745
H 0.61943 1.11310 1.32848 0.872 -0.975 -0.548
H 2.05620 0.15728 0.71891 1.827 -2.647 1.030
H 1.73090 1.60090 0.08095 -0.600 0.102 -0.740
H 0.94172 -1.83469 0.20772 0.926 0.643 0.532
H -0.45419 -2.07870 -0.72444 -0.054 1.918 -0.064
H 0.80042 -0.04310 -1.41343 -0.775 0.707 1.315
H -1.76994 -2.15856 1.88807 -1.214 -3.692 -0.038
```
Forces are in eV/Å.

***

[2]
Below is 2 unconnected molecules or ions with the total composition H3N2OP in a non-equilibrium geometry, with properties calculated with ωB97M-V/def2-TZVPD.

Output
**Largest force on an atom**: 2.006 eV Å⁻¹
**SMILES**: [H]/N=N\[H].O=P
**Kohn-Sham gap**: 7.7530 eV
**LUMO energy**: -1.1599 eV
**Electronic energy**: -14362.202 eV
**HOMO**: -8.91 eV
**Spin multiplicity**: 1
**Net charge**: 0

```
7
Properties=species:S:1:pos:R:3:forces:R:3
N 1.48313 -0.90377 -0.91369 1.866 -0.666 0.207
N 0.34965 -0.50104 -1.01189 -1.933 0.436 -0.314
O -1.00249 1.47380 1.00076 0.840 1.053 -0.565
P -1.86063 0.42981 1.55301 -0.700 -1.278 0.386
H 0.14935 0.50918 -0.86422 0.734 -0.024 0.155
H -1.35471 -0.79641 0.91728 -0.173 0.192 0.200
H 2.23570 -0.21157 -0.68124 -0.635 0.287 -0.069
```
Forces are in eV/Å.

***

[3]
Below is 5 unconnected molecules or ions with the total composition C26H59BCl2IO10 in a non-equilibrium geometry, with properties calculated with ωB97M-V/def2-TZVPD.

Output
**Largest force on an atom**: 4.558 eV Å⁻¹
**Kohn-Sham gap**: 7.0679 eV
**LUMO energy**: 2.0268 eV
**Electronic energy**: -82212.507 eV
**HOMO**: -5.04 eV
**Spin multiplicity**: 1
**Net charge**: -1

```
99
Properties=species:S:1:pos:R:3:forces:R:3
C -0.34046 -3.14924 2.58533 -0.530 1.110 0.086
C -1.37294 -3.98307 3.47030 -0.189 0.075 -1.210
C -2.10896 -3.14498 4.61592 0.182 -0.457 0.757
C -1.35674 -1.81063 5.06096 1.027 -0.959 -0.338
O -1.50954 -0.71388 4.15426 0.229 -0.849 1.249
B -1.94468 0.53650 4.83691 -0.848 -0.270 -2.121
O -3.27429 0.27294 5.42317 -0.540 -0.004 0.695
C -2.19482 1.63079 3.59790 0.694 0.066 -0.722
C -0.85247 2.30889 3.07645 -0.445 -0.364 -0.621
C -0.99229 3.21300 1.76160 1.949 0.169 0.305
I -2.96572 4.05543 1.39697 0.593 -0.141 -0.042
C -0.83453 1.12971 5.88719 0.232 2.808 3.583
Cl 0.91996 0.54472 5.94976 -1.707 0.240 -0.442
C -1.11979 2.16945 6.80863 0.446 -1.807 -1.771
C -2.52884 2.87979 6.92036 0.744 -0.041 0.397
Cl 0.20010 2.77500 7.95250 -1.438 -0.264 -0.893
H -0.89864 -2.22128 2.21113 0.846 -1.188 0.511
H 0.54294 -2.74978 3.19246 -1.166 -0.750 -0.879
H 0.03468 -3.69264 1.66325 -0.396 0.301 1.234
H -0.83831 -4.90860 3.84921 -0.714 1.073 -0.134
H -2.19009 -4.34657 2.74819 1.180 0.300 0.992
H -3.21623 -2.98357 4.36344 1.657 0.101 0.185
H -2.12568 -3.81899 5.54797 0.000 0.930 -1.180
H -1.62593 -1.59096 6.13984 0.016 0.076 -1.284
H -0.23406 -2.06765 5.06796 -1.442 0.171 0.226
H -3.89445 -0.03861 4.73364 0.869 0.353 0.504
H -3.00349 2.35674 3.92080 1.100 -0.501 -0.552
H -2.61268 1.01513 2.71879 0.428 0.857 1.157
H -0.31155 2.92524 3.86164 -0.871 -0.747 -0.767
H -0.15324 1.44195 2.79279 -0.875 1.206 0.433
H -0.64722 2.69888 0.80482 -0.847 0.532 1.241
H -0.28624 4.10836 1.88737 -1.234 -1.092 -0.348
H -2.45653 3.82517 7.56393 0.017 -1.434 -0.869
H -2.87226 3.18483 5.88732 0.310 -0.519 1.222
H -3.26181 2.14710 7.38643 0.821 1.018 -0.721
C 4.55221 -6.42018 2.42583 0.168 0.006 -0.097
O 5.15955 -5.39136 1.65764 -0.302 -0.040 0.166
C 4.20170 -4.53139 1.04408 0.397 0.243 0.030
C 4.02484 -3.23754 1.83001 -0.514 -0.187 0.017
O 3.45628 -3.48036 3.11290 0.430 -0.168 -0.071
C 4.43102 -3.50169 4.14516 -0.189 0.132 0.042
H 5.31128 -6.84550 3.08420 0.029 0.041 -0.093
H 3.73068 -6.04602 3.04005 -0.008 0.044 -0.044
H 4.18362 -7.20667 1.75954 -0.098 -0.064 0.066
H 3.24296 -5.04684 0.91639 0.022 0.075 0.112
H 4.58436 -4.28687 0.04830 -0.027 0.026 0.003
H 3.32641 -2.59265 1.28842 0.034 0.007 -0.036
H 4.97484 -2.69990 1.92149 0.017 -0.104 -0.024
H 4.71320 -2.47565 4.40488 0.087 -0.039 0.057
H 5.32333 -4.06341 3.85968 -0.007 -0.002 -0.061
H 3.98776 -3.97558 5.02211 -0.072 0.075 -0.072
C 1.07776 0.98688 -1.60995 -0.120 0.138 0.014
O 1.88015 1.97210 -0.97250 0.138 -0.344 -0.022
C 2.48819 1.48977 0.22398 0.178 0.356 -0.133
C 3.94017 1.08810 -0.00834 -0.294 -0.366 0.190
O 4.03974 -0.03059 -0.88744 -0.042 0.304 -0.201
C 4.35182 0.35025 -2.21874 0.088 -0.170 0.110
H 0.88767 1.31163 -2.63363 -0.037 0.040 0.092
H 1.56763 0.01134 -1.64128 0.042 0.015 0.073
H 0.12126 0.90038 -1.08561 -0.041 -0.120 -0.054
H 1.91263 0.65707 0.64362 0.093 0.008 -0.050
H 2.46315 2.31019 0.94762 0.005 -0.047 0.035
H 4.37509 0.78193 0.94765 -0.020 0.029 0.014
H 4.52549 1.93295 -0.38759 -0.093 -0.003 -0.045
H 5.42164 0.57465 -2.29563 -0.008 0.071 -0.102
H 3.77381 1.21683 -2.54674 -0.018 0.010 0.056
H 4.12175 -0.48962 -2.87612 0.026 -0.014 0.099
C -0.06073 4.10079 -6.61064 -0.040 0.196 -0.050
O -0.94379 5.04332 -6.02008 0.048 -0.370 0.054
C -2.08177 4.42531 -5.42433 0.094 0.436 0.218
C -1.92048 4.28889 -3.91452 -0.019 -0.509 -0.141
O -0.86329 3.39264 -3.58160 0.000 0.322 -0.279
C 0.33997 4.06875 -3.24343 0.018 -0.059 0.207
H 0.89804 4.59321 -6.77951 -0.092 0.050 0.000
H 0.10386 3.23197 -5.96986 -0.049 0.011 0.031
H -0.46355 3.77469 -7.57504 0.051 -0.119 -0.031
H -2.28165 3.45174 -5.88734 0.062 0.003 0.092
H -2.93949 5.07389 -5.62778 -0.020 -0.029 0.018
H -2.84037 3.86382 -3.50175 -0.022 0.045 0.006
H -1.76338 5.26571 -3.44531 0.026 -0.019 -0.095
H 0.26814 4.45084 -2.21994 0.115 0.025 -0.025
H 0.55993 4.89347 -3.92500 -0.094 -0.006 -0.049
H 1.15898 3.35084 -3.29227 -0.086 0.026 0.067
C -2.99939 -2.84551 -5.97823 0.171 -0.047 -0.064
O -2.35067 -1.85285 -6.76134 -0.358 0.053 0.105
C -3.27197 -0.99569 -7.42861 0.460 0.172 0.063
C -3.44447 0.32623 -6.68891 -0.479 -0.223 0.088
O -4.05388 0.13660 -5.41633 0.332 -0.128 -0.189
C -3.10697 0.12859 -4.35447 -0.104 0.180 0.146
H -2.26758 -3.26329 -5.28562 0.023 0.048 -0.099
H -3.83013 -2.43671 -5.39970 0.006 0.044 -0.039
H -3.36439 -3.64595 -6.62960 -0.093 -0.053 0.060
H -4.23709 -1.49620 -7.56800 0.017 0.077 0.101
H -2.85606 -0.79079 -8.42020 -0.026 0.022 -0.011
H -4.11390 0.96747 -7.27083 0.020 0.007 -0.046
H -2.48604 0.84723 -6.58693 0.028 -0.115 -0.004
H -2.81069 1.15673 -4.12057 0.133 -0.066 0.065
H -2.21934 -0.45959 -4.59604 -0.021 0.012 -0.064
H -3.58301 -0.30761 -3.47538 -0.062 0.066 -0.089
```
Forces are in eV/Å.